1.
# C4H16NO2

3 unconnected molecules or ions with the total composition C4H16NO2 in a non-equilibrium geometry (ωB97M-V/def2-TZVPD, the OMol25 dataset).

As for the energy above the lowest of the compared OMol25 structures with the same formula, charge and spin: 18.0 kJ/mol. For the LUMO energy, the calculation gives -2.82 eV. The total energy is -367.0226 Ha. For the HOMO energy, the calculation gives -15.616 eV. The calculation puts the largest force on an atom at 2.802 eV Å⁻¹. The charge is +1. The HOMO-LUMO gap is 12.80 eV.

Geometry (Å):
C1 1.61069 -0.12722 1.07700
C2 0.59739 -0.78607 0.16555
C3 1.06829 -0.92513 -1.28487
C4 0.11933 -1.67618 -2.24182
N1 -0.66965 0.03588 0.17490
H1 2.57837 -0.73812 1.06315
H2 1.83986 0.90055 0.74720
H3 1.26004 -0.10427 2.14275
H4 0.30273 -1.77637 0.57097
H5 2.03938 -1.50372 -1.25102
H6 1.30454 0.02944 -1.68177
H7 0.56276 -1.81363 -3.20590
H8 -0.79024 -1.07078 -2.37417
H9 -0.16904 -2.70115 -1.80742
H10 -1.40467 -0.37613 -0.43828
H11 -0.50343 1.05071 -0.23032
H12 -1.01658 0.16925 1.10987
H13 0.38500 3.20729 -0.96374
H14 -0.98000 3.08305 -1.69779
O1 -0.35057 2.62987 -1.08546
H15 -1.73878 0.80248 3.49609
H16 -2.40559 -0.54379 3.16179
O2 -1.76830 0.14783 2.81535

***

2.
# C6H12O

2 unconnected molecules or ions with the total composition C6H12O (ωB97M-V/def2-TZVPD, the OMol25 dataset).

As for the energy above the lowest of the compared OMol25 structures with the same formula, charge and spin: 305.2 kJ/mol. For the LUMO energy, the calculation gives 1.10 eV. The total energy is -310.9430 Ha. For the HOMO energy, the calculation gives -9.153 eV. The calculation puts the largest force on an atom at 0.474 eV Å⁻¹. The structure (SMILES) is C=C1O[C@@H]1C(C)C.[H][H]. The HOMO-LUMO gap is 10.25 eV.

Geometry (Å):
C1 2.27804 0.51506 0.34587
C2 1.01399 -0.09913 -0.23647
C3 0.98207 -1.62609 -0.09637
C4 -0.21361 0.46395 0.42872
O1 -0.63705 1.83611 0.08232
C5 -1.33196 0.78587 -0.40100
C6 -2.29069 0.48106 -1.25037
H1 3.16488 0.13035 -0.16610
H2 2.25775 1.60457 0.23798
H3 2.36577 0.27781 1.41329
H4 0.93979 0.15369 -1.30180
H5 1.00636 -1.92729 0.95869
H6 1.85198 -2.07117 -0.59012
H7 0.08030 -2.05890 -0.54721
H8 -0.31472 0.27916 1.50220
H9 -2.86359 0.36765 1.78943
H10 -2.89205 1.23473 -1.74377
H11 -2.96508 0.21775 1.07545
H12 -2.43218 -0.56517 -1.50074